(1)
# C8H13NO3

An isolated molecule of C8H13NO3 in a non-equilibrium geometry (the ωB97M-V functional and the def2-TZVPD basis, OMol25).

Values from the calculation:
LUMO energy = 0.27 eV
Energy relative to the best compared isomer or geometry (same formula, charge and spin) = 274.2 kJ/mol
Total charge = 0
Orbital gap = 0.3453 hartree
SMILES = CC(=O)OC1(N=O)CCCCC1

Last column: natural (NBO) charge in e.
CARTESIAN COORDINATES (ANGSTROEM)
C -0.164 0.379 -0.121  0.32
H 3.873 -1.596 0.217  0.24
C -1.288 0.578 -1.146  -0.44
O 1.887 -0.206 1.263  -0.60
O 0.979 -0.343 -0.732  -0.51
C -0.637 -0.251 1.135  -0.45
N 0.258 1.785 0.204  0.15
C -2.889 -0.793 0.114  -0.42
C -2.144 -0.137 1.253  -0.40
O 1.302 2.069 -0.291  -0.26
H 2.628 -2.290 -0.908  0.24
H -1.869 1.434 -0.858  0.23
C -2.152 -0.694 -1.215  -0.40
H -2.450 -0.667 2.246  0.22
H -0.891 0.795 -2.132  0.23
H -2.347 0.929 1.399  0.20
H -2.898 -0.610 -2.052  0.22
C 3.057 -1.370 -0.475  -0.71
H -3.777 -0.175 0.040  0.21
H -1.510 -1.561 -1.395  0.21
C 1.939 -0.570 0.129  0.80
H -0.221 0.194 2.023  0.25
H -3.113 -1.832 0.362  0.21
H 3.460 -0.755 -1.384  0.24
H -0.370 -1.366 1.058  0.22

Atomic forces in eV per Å
1.02 0.68 -1.16
-0.41 0.19 -0.08
0.51 -1.36 -0.73
0.77 0.33 1.18
-2.63 0.78 -0.69
-0.98 -2.48 0.49
0.41 -0.20 -0.38
-0.35 0.34 -0.01
0.17 -1.04 2.44
0.01 0.67 0.19
0.30 0.29 0.21
-0.35 0.37 0.27
-0.42 0.70 -0.45
0.44 1.08 -1.58
0.43 0.13 -0.07
-0.43 -0.15 -0.19
0.83 -0.20 0.67
0.54 0.73 -2.11
-0.71 -0.52 -0.23
-0.09 0.10 -0.07
1.51 -0.86 0.24
0.51 -0.11 0.07
-0.29 0.14 -0.05
-0.59 -1.14 1.63
-0.22 1.54 0.43


(2)
# C8H13NPS2

An isolated ion of composition C8H13NPS2 and charge +1 in a non-equilibrium geometry (the ωB97M-V functional and the def2-TZVPD basis, OMol25).

Values from the calculation:
LUMO energy = -4.13 eV
Total charge = +1
Orbital gap = 0.3179 hartree

Last column: natural (NBO) charge in e.
CARTESIAN COORDINATES (ANGSTROEM)
H 0.463 -3.268 -1.811  0.21
H 0.690 -1.612 -0.493  0.28
H -0.154 0.321 4.900  0.25
H 2.076 -0.998 -1.449  0.28
C -0.442 1.772 3.251  -0.13
H 0.826 -1.031 -3.509  0.24
H -0.191 -3.204 -3.492  0.24
C 0.980 -0.834 -1.244  -0.54
S -0.599 3.851 -1.445  -0.42
N 0.980 -0.381 1.743  -0.43
H -0.752 -0.591 -2.720  0.21
H -1.257 1.530 -2.701  0.07
C 0.526 0.757 1.210  0.08
S 0.835 0.900 -0.627  0.51
H -0.454 2.806 1.237  0.27
C 0.734 -0.528 3.070  0.06
C -0.217 -2.697 -2.501  -0.61
C 0.025 0.502 3.811  -0.22
C 0.203 -1.151 -2.582  -0.43
H -2.044 1.684 -0.508  0.05
H 1.049 -1.455 3.609  0.24
H -0.976 2.550 3.831  0.26
P -0.916 1.926 -1.366  0.59
H -1.231 -2.736 -2.011  0.22
C -0.152 1.888 1.800  -0.27

Atomic forces in eV per Å
-0.43 0.54 -0.79
0.05 1.33 -0.14
0.19 0.12 -1.14
-1.04 0.48 0.42
1.83 -2.84 -2.47
-0.44 0.31 1.11
-0.28 0.53 0.79
0.25 -1.31 -1.06
0.24 -0.97 0.34
-0.94 1.10 0.74
0.91 -0.24 0.20
0.38 -0.74 0.89
-0.92 1.06 0.59
0.83 -1.08 0.45
0.48 -1.01 0.40
-1.08 1.84 0.38
0.03 0.43 0.75
-0.16 0.80 0.01
-0.20 -1.34 -0.31
0.75 -0.79 -0.35
-0.18 0.94 -0.83
0.52 -0.70 -0.50
-1.75 2.89 -0.87
0.91 -0.22 -0.76
0.06 -1.13 2.13


(3)
# C8H13OPS

An isolated molecule of C8H13OPS in a non-equilibrium geometry (the ωB97M-V functional and the def2-TZVPD basis, OMol25).

Values from the calculation:
LUMO energy = 0.76 eV
Energy relative to the best compared isomer or geometry (same formula, charge and spin) = 375.9 kJ/mol
Total charge = 0
Orbital gap = 0.3027 hartree
SMILES = CCC(C)=[PH2]Oc1cccs1

Last column: natural (NBO) charge in e.
CARTESIAN COORDINATES (ANGSTROEM)
H -1.901 2.477 0.203  0.20
S 2.116 -2.265 -0.346  0.41
H 1.034 -0.078 1.531  0.19
C -1.469 2.232 1.144  -0.40
C 0.636 -1.991 -1.246  0.12
H -0.831 3.083 1.295  0.19
H -3.604 2.024 1.991  0.21
C 0.779 -2.214 -2.592  -0.32
C 2.853 -2.849 -1.785  -0.43
H 0.260 0.551 2.894  0.21
C -0.687 0.946 0.917  -0.66
C -2.543 2.151 2.337  -0.61
C 2.088 -2.710 -2.885  -0.25
H -2.438 3.061 2.911  0.20
H 0.505 0.515 -1.704  -0.10
H 3.997 -2.939 -1.689  0.25
H -1.551 0.466 -1.494  -0.04
H -2.258 1.364 2.997  0.21
P -0.464 0.338 -0.615  1.34
O -0.376 -1.326 -0.523  -0.78
H -0.082 -2.147 -3.252  0.24
H 1.116 1.590 1.949  0.19
C 0.482 0.729 1.929  -0.60
H 2.338 -3.008 -3.968  0.24

Atomic forces in eV per Å
-1.13 0.31 -0.73
-0.94 -0.26 -0.89
1.06 -1.10 0.03
-1.16 -1.19 0.60
0.14 1.41 0.84
0.69 0.32 0.51
1.10 0.05 0.28
-0.69 -0.34 1.31
3.21 0.70 0.69
-1.45 -0.91 3.21
0.89 0.81 1.06
0.47 0.59 -1.85
-0.55 -0.79 -2.41
-0.37 0.36 0.15
0.15 -0.26 0.93
-2.11 -0.45 -0.51
-0.30 0.65 0.53
0.01 -0.81 0.40
-0.64 -0.91 -0.83
1.08 -0.52 -0.95
0.40 0.15 -0.13
0.61 0.75 -0.17
-0.47 0.89 -4.14
-0.02 0.54 2.05


(4)
# C8H13P

An isolated molecule of C8H13P in a non-equilibrium geometry (the ωB97M-V functional and the def2-TZVPD basis, OMol25).

Values from the calculation:
LUMO energy = 0.68 eV
Energy relative to the best compared isomer or geometry (same formula, charge and spin) = 252.8 kJ/mol
Total charge = 0
Orbital gap = 0.2705 hartree
SMILES = C=C1C=[PH2]C(=C)CCC1

Last column: natural (NBO) charge in e.
CARTESIAN COORDINATES (ANGSTROEM)
H -0.060 -2.561 0.211  0.21
C -1.811 0.387 -0.058  0.03
C -3.017 0.423 -0.660  -0.51
H 1.107 2.737 0.373  0.02
H 2.147 -1.996 0.074  0.23
H -0.293 -1.522 -1.302  0.23
H -3.366 1.323 -1.108  0.20
P 0.597 1.401 0.462  1.09
C 1.392 -1.202 0.348  -0.43
H 3.169 1.341 -1.045  0.20
H 0.943 1.326 1.782  -0.10
H 1.404 -1.089 1.489  0.21
H -2.062 -1.454 0.772  0.24
C -0.970 1.520 -0.140  -0.91
C 1.698 0.130 -0.121  -0.36
C -0.135 -1.578 -0.115  -0.39
H -1.394 2.526 -0.542  0.26
H 3.396 -0.513 -1.282  0.20
H -0.766 -0.303 1.608  0.20
C -1.184 -0.814 0.657  -0.47
C 2.751 0.346 -0.935  -0.34
H -3.548 -0.426 -0.469  0.18

Atomic forces in eV per Å
-0.98 -2.16 0.15
0.17 0.39 -1.13
2.13 0.25 1.21
0.17 -0.77 -0.55
-0.88 0.98 0.06
0.51 -0.07 2.73
-0.44 0.23 -0.35
-0.17 2.91 -0.78
-1.83 -0.95 0.71
-0.31 0.03 -0.65
-0.13 -0.48 1.45
-0.25 -0.70 -1.24
0.35 -0.27 0.96
0.33 2.16 -0.30
2.44 0.46 -1.94
2.41 1.19 -1.56
1.24 -1.88 0.85
-0.83 1.01 0.45
-0.82 -1.64 -0.86
-1.34 1.61 0.05
0.46 -0.38 0.92
-2.24 -1.92 -0.17


(5)
# C8H13PS

An isolated molecule of C8H13PS in a non-equilibrium geometry (the ωB97M-V functional and the def2-TZVPD basis, OMol25).

Values from the calculation:
LUMO energy = 0.70 eV
Energy relative to the best compared isomer or geometry (same formula, charge and spin) = 148.4 kJ/mol
Total charge = 0
Orbital gap = 0.3323 hartree
SMILES = CSCp1cc(C)c(C)c1

Last column: natural (NBO) charge in e.
CARTESIAN COORDINATES (ANGSTROEM)
C 0.879 0.330 -1.094  -0.46
C -2.047 3.813 1.266  -0.68
H 1.276 1.216 -1.438  0.21
H 0.652 -2.896 1.478  0.22
H -0.204 -3.720 0.179  0.22
H -2.643 1.021 0.124  0.21
H -3.046 3.489 1.381  0.22
H -1.250 3.635 1.911  0.22
C -1.643 1.207 0.053  -0.77
H 2.994 -1.679 0.308  0.21
C 1.394 -0.856 -0.651  -0.01
H 3.220 -1.646 -1.348  0.21
H -1.661 -2.022 -0.487  0.20
C 2.909 -1.114 -0.546  -0.63
C 0.601 -3.154 0.379  -0.64
H 3.361 -0.062 -0.603  0.23
C -0.902 -1.398 -0.693  -0.51
H 1.510 -3.405 -0.115  0.22
C 0.319 -1.802 -0.264  0.01
P -0.991 0.271 -1.417  0.76
S -1.396 2.984 -0.306  0.11
H -1.175 1.029 0.934  0.21
H -2.158 4.759 0.948  0.21

Atomic forces in eV per Å
-2.45 -2.22 0.30
0.58 -3.22 -2.66
1.79 1.52 -0.47
0.50 -0.93 -1.00
-2.42 -2.53 -0.54
-2.86 -0.55 0.21
-0.76 -0.93 1.04
0.46 -0.09 1.90
1.25 1.80 -2.68
1.21 -0.89 2.26
-0.10 1.92 -0.47
1.09 -1.78 -2.61
-3.07 -1.88 0.44
-2.78 4.36 0.23
1.52 4.64 1.22
-0.12 -1.83 0.62
2.60 1.51 0.45
0.80 -1.23 0.36
-0.43 0.37 -1.38
1.93 -1.05 0.77
-0.50 0.34 0.21
1.59 -1.03 2.59
0.17 3.70 -0.77


(6)
# C8H13PS2

A 2-piece molecular cluster, C8H13PS2 overall in a non-equilibrium geometry (the ωB97M-V functional and the def2-TZVPD basis, OMol25).

Values from the calculation:
LUMO energy (spin up / spin down) = -1.25 / -1.24 eV
Energy relative to the best compared isomer or geometry (same formula, charge and spin) = 0.0 kJ/mol
Total charge = 0
Orbital gap (spin up / spin down) = 0.2380 / 0.2381 hartree

Last column: natural (NBO) charge in e.
CARTESIAN COORDINATES (ANGSTROEM)
H 3.782 0.555 -0.279  0.20
H 1.684 1.932 0.336  0.21
H 1.283 -2.055 -0.275  0.22
S -2.800 1.325 1.022  -0.55
P -3.919 0.720 -0.597  0.54
H -0.108 1.562 -0.855  0.24
C -5.386 0.231 -0.026  -0.88
C 1.113 -1.334 0.548  -0.41
H 3.259 -1.335 1.154  0.22
C -1.235 -0.845 0.068  0.07
H -6.089 -0.183 -0.713  0.21
S -2.011 -1.933 -0.667  0.38
C 2.879 0.130 -0.416  -0.41
H 0.263 0.072 -1.835  0.21
C 0.468 0.612 -0.855  -0.36
H -0.061 0.332 1.242  0.28
C 2.441 -0.674 0.839  -0.38
H -5.736 0.424 0.951  0.21
C 1.839 1.231 -0.589  -0.39
C 0.038 -0.315 0.353  -0.46
H 1.960 1.770 -1.462  0.22
H 2.995 -0.532 -1.200  0.20
H 0.989 -1.712 1.532  0.23
H 2.354 0.022 1.726  0.19

Atomic forces in eV per Å
3.29 1.42 0.65
0.78 -1.28 -1.65
-0.70 0.15 0.59
0.62 -1.06 -0.73
0.24 -0.01 0.00
-0.77 -1.08 -0.15
0.39 0.29 -0.47
1.65 -0.57 0.90
-0.52 -0.46 -0.27
-1.66 -0.03 -0.39
-0.47 -0.19 -0.51
-0.33 0.18 0.25
-2.65 0.68 2.99
0.80 0.64 1.12
-1.61 0.95 0.18
0.27 -0.23 -0.30
1.40 1.91 -0.37
-0.24 -0.07 1.10
-0.95 -1.62 1.50
0.99 2.22 -0.35
0.92 1.69 -1.57
-0.27 -1.27 -2.09
-1.04 -1.80 0.49
-0.13 -0.45 -0.91


(7)
# C8H14As

C8H14As as an isolated structure (the ωB97M-V functional and the def2-TZVPD basis, OMol25).

Values from the calculation:
LUMO energy = 3.24 eV
Total charge = -1
Orbital gap = 0.2321 hartree

Last column: natural (NBO) charge in e.
CARTESIAN COORDINATES (ANGSTROEM)
H -2.571 0.761 1.583  -0.23
H 4.389 -0.402 0.720  0.20
C -0.361 -0.491 -0.231  0.00
C -1.811 -0.863 -0.371  -0.77
C 0.075 0.624 0.493  -0.21
C 0.634 -1.258 -0.852  -0.22
H -4.506 1.435 0.610  -0.18
C 2.415 0.124 0.044  -0.08
H -2.007 -1.798 0.160  0.20
H 4.369 0.590 -0.732  0.20
As -3.328 0.432 0.205  0.55
H 0.331 -2.138 -1.407  0.19
H -2.007 -1.044 -1.432  0.20
C 3.877 0.425 0.226  -0.62
H -4.100 0.077 -1.172  -0.23
C 1.429 0.921 0.620  -0.21
H -4.089 -0.791 0.947  -0.22
H 1.731 1.778 1.211  0.19
H 2.720 -1.612 -1.189  0.18
H -0.657 1.251 0.980  0.24
H 4.021 1.315 0.835  0.21
C 1.986 -0.962 -0.723  -0.19
H -2.537 1.625 -0.525  -0.22

Atomic forces in eV per Å
0.02 0.00 0.05
0.06 -0.04 0.02
0.25 0.22 0.04
0.04 0.01 -0.06
0.11 -0.16 -0.09
0.12 0.09 0.22
0.03 -0.08 -0.01
-0.35 0.03 -0.20
-0.03 -0.05 0.08
0.07 0.02 -0.08
-0.17 0.01 0.00
0.00 0.01 -0.11
-0.11 -0.07 -0.06
-0.04 -0.08 -0.01
0.05 0.03 0.05
0.01 -0.24 0.01
0.05 0.06 -0.07
-0.01 0.08 0.02
0.05 0.00 -0.05
-0.06 0.02 0.00
0.00 0.08 0.04
-0.13 0.02 0.23
0.02 0.04 -0.01


(8)
# C8H14BF10NO4PS

A 2-piece molecular cluster, C8H14BF10NO4PS overall in a non-equilibrium geometry (the ωB97M-V functional and the def2-TZVPD basis, OMol25).

Values from the calculation:
LUMO energy = 1.49 eV
Energy relative to the best compared isomer or geometry (same formula, charge and spin) = 0.0 kJ/mol
Total charge = -1
Orbital gap = 0.3347 hartree

Last column: natural (NBO) charge in e.
CARTESIAN COORDINATES (ANGSTROEM)
H 2.619 -2.328 -0.749  0.20
F -3.054 -2.307 3.163  -0.59
H 2.810 2.460 -1.666  0.30
H -1.448 0.079 0.421  0.21
C 2.543 0.408 -1.235  0.72
H -0.097 -0.210 -1.307  0.18
O 0.740 4.737 -0.250  -0.91
H 3.868 -2.073 0.483  0.20
O 2.505 -0.050 -2.379  -0.62
F -2.372 -3.269 1.262  -0.60
F -0.822 -1.776 1.537  -0.62
O -2.045 0.420 -1.538  -0.53
H 2.289 -0.813 1.840  0.22
C -2.211 -0.237 -0.299  -0.16
H 4.179 -1.594 -1.207  0.21
H 0.434 1.637 -3.279  0.26
F -3.419 0.963 1.364  -0.33
H -1.017 2.379 -2.597  0.26
P -1.574 -2.801 2.634  2.60
H 2.526 2.160 0.051  0.26
F -1.418 3.688 -0.290  -0.48
F -2.026 -4.275 3.226  -0.59
C -0.730 0.305 -2.044  -0.03
C 1.878 -0.366 0.931  -0.44
C 2.217 1.869 -0.957  -0.93
C -3.558 0.103 0.323  0.96
H 1.031 -0.988 0.622  0.22
F -4.125 -1.022 0.803  -0.31
H -0.716 -0.323 -2.942  0.20
H -2.148 -1.324 -0.394  0.23
C -0.178 1.714 -2.370  -0.87
F -0.063 -3.451 2.806  -0.60
H 1.537 0.639 1.199  0.22
B 0.728 2.230 -1.233  0.70
F -1.055 -1.691 3.742  -0.59
F -4.438 0.683 -0.535  -0.33
C 3.422 -1.653 -0.423  -0.41
N 2.924 -0.315 -0.105  -0.46
S 0.104 3.478 0.038  2.15
O 0.161 2.913 1.355  -0.90

Atomic forces in eV per Å
0.09 0.12 -0.03
0.46 0.70 -0.78
-0.07 -0.06 -0.06
-0.08 -0.06 -0.08
0.10 -0.42 -0.73
-0.06 0.04 -0.17
-0.31 -0.43 0.11
-0.05 0.08 -0.12
0.36 0.58 1.32
1.00 -0.42 0.05
-0.80 0.33 0.31
-0.03 0.19 -0.03
-0.03 0.04 -0.17
0.17 0.00 -0.05
-0.13 0.01 0.08
-0.01 -0.05 0.16
-0.11 -0.26 -0.41
0.00 -0.18 0.10
-0.17 -0.28 0.39
0.07 -0.04 -0.17
-0.16 -0.01 -0.03
0.33 0.67 0.74
0.02 -0.22 0.30
0.22 0.19 0.54
-0.08 -0.05 0.29
-0.45 0.00 0.30
0.09 0.11 0.03
-0.01 0.66 -0.21
-0.11 0.14 0.06
-0.04 0.09 -0.03
0.16 0.20 -0.48
-0.39 -0.26 -1.00
-0.04 -0.18 -0.09
-0.21 0.09 -0.08
-0.23 -0.92 0.45
0.43 -0.36 0.29
0.03 -0.14 0.16
-0.45 -0.32 -0.93
0.63 0.20 0.37
-0.12 0.25 -0.41


(9)
# C8H14BiOP

C8H14BiOP as an isolated structure in a non-equilibrium geometry (the ωB97M-V functional and the def2-TZVPD basis, OMol25).

Values from the calculation:
LUMO energy (spin up / spin down) = -1.42 / -1.42 eV
Energy relative to the best compared isomer or geometry (same formula, charge and spin) = 0.0 kJ/mol
Total charge = 0
Orbital gap (spin up / spin down) = 0.1256 / 0.1257 hartree

Last column: natural (NBO) charge in e.
CARTESIAN COORDINATES (ANGSTROEM)
O 2.153 0.201 0.003  -0.59
C -1.636 -2.376 -0.013  -0.35
H 4.088 -0.681 -1.643  0.27
H -1.650 -3.098 -0.825  0.18
H 3.640 2.183 1.354  0.28
P 0.184 2.658 -1.919  0.09
H -0.930 -1.232 3.067  0.18
H -0.525 1.860 -2.886  0.06
H 4.957 1.911 0.203  0.23
H 5.338 -0.042 -0.521  0.23
C -2.088 -0.522 1.289  -0.39
H 3.485 2.707 -0.377  0.28
H -2.934 -0.723 -0.788  0.18
H -2.460 0.445 1.605  0.18
H 1.348 3.148 -2.625  0.02
H -0.635 3.844 -1.810  0.08
C -1.014 -2.575 1.262  -0.36
H 4.251 -1.382 -0.004  0.28
Bi 0.790 1.975 0.533  0.54
C 3.371 0.556 -0.077  0.66
C -2.313 -1.129 0.006  -0.37
C -1.286 -1.424 2.055  -0.36
C 4.323 -0.455 -0.592  -0.73
C 3.859 1.908 0.302  -0.77
H -0.383 -3.407 1.542  0.18

Atomic forces in eV per Å
1.97 1.47 -0.27
0.19 0.00 0.86
-0.02 -0.01 0.33
0.02 0.13 0.10
-0.15 -0.18 -0.74
0.28 0.39 -0.28
-0.11 -0.15 -0.13
0.40 0.44 0.43
-0.34 -0.01 0.08
-0.24 -0.44 -0.16
0.33 -1.12 -0.57
0.00 -0.62 0.60
0.08 -0.07 0.09
-0.05 -0.05 0.07
-0.98 -0.26 -0.06
0.55 -0.73 -0.14
-0.37 0.98 -0.80
-0.11 0.23 -0.25
-1.73 -0.31 0.44
-2.20 -1.06 0.02
0.46 0.25 0.91
-0.17 0.45 -0.64
0.79 0.04 0.07
1.52 0.71 0.01
-0.11 -0.08 0.04


Calculated E_tot in order - -593.02799; -1504.78154; -1127.28312; -653.80388; -1052.05959; -1450.20700; -2548.84672; -2432.28403; -944.18007 Eh